[1]
Entry from the OMol25 dataset: a cluster of 2 separate species, C2H6N2O3 in total in a non-equilibrium geometry (ωB97M-V/def2-TZVPD).

Structure (ORCA input):
```
! RIJCOSX wB97M-V def2-TZVPD def2/J DEFGRID3
* xyz 0 3
C -1.828 -1.921 -0.472
C -0.019 1.097 0.550
N -2.045 -0.782 -0.150
N -1.514 0.837 0.261
O -1.691 -3.013 -0.875
O 3.557 -0.705 0.107
O -1.721 1.713 -0.642
H 0.746 0.761 -0.164
H 0.008 2.150 0.838
H 0.308 0.413 1.446
H 4.092 -1.446 0.054
H 2.782 -1.040 -0.307
H -2.676 1.936 -0.646
*
```

ΔE to the lowest compared entry with this formula, charge and spin ... 81.2 kcal per mole


[2]
Entry from the OMol25 dataset: a structure of composition C33H31BrEuF6N4O3PS5 in a non-equilibrium geometry (ωB97M-V/def2-TZVPD).

Structure (ORCA input):
```
! RIJCOSX wB97M-V def2-TZVPD def2/J DEFGRID3
* xyz 1 8
Eu 0.097 -0.661 1.518
C 1.769 -3.894 -0.915
C 0.932 -4.201 -2.151
S -0.533 -3.130 -2.395
C -1.911 -4.328 -2.193
C -2.955 -3.867 -1.194
S -2.289 -3.307 0.406
C -1.612 -4.846 1.131
C -0.163 -5.159 0.771
S 0.915 -3.665 0.687
H 2.285 -2.944 -1.038
H 2.513 -4.687 -0.799
H 0.596 -5.236 -2.169
H 1.569 -4.042 -3.023
H -1.489 -5.280 -1.884
H -2.373 -4.445 -3.174
H -3.667 -4.670 -1.001
H -3.500 -3.000 -1.565
H -2.267 -5.673 0.853
H -1.697 -4.674 2.203
H -0.087 -5.656 -0.191
H 0.263 -5.811 1.535
Br -2.166 7.109 2.788
C -2.775 6.096 1.312
C -1.935 5.141 0.748
C -2.362 4.401 -0.330
C -3.650 4.609 -0.863
C -4.470 5.603 -0.301
C -4.041 6.330 0.785
N -4.117 3.979 -1.982
N -3.680 2.982 -2.544
C -3.029 1.894 -2.152
C -2.119 1.311 -3.063
C -1.180 0.409 -2.648
C -1.117 -0.019 -1.290
O -0.152 -0.672 -0.805
C -2.255 0.334 -0.438
N -2.301 -0.262 0.771
C -3.321 0.005 1.565
C -4.335 0.903 1.221
C -4.273 1.558 0.013
C -3.207 1.284 -0.856
H -0.950 4.978 1.155
H -1.697 3.673 -0.769
H -5.444 5.780 -0.729
H -4.672 7.089 1.218
H -2.094 1.704 -4.069
H -0.416 0.056 -3.323
H -3.352 -0.524 2.512
H -5.152 1.076 1.902
H -5.055 2.242 -0.280
O 1.461 0.974 2.636
S 0.605 2.146 2.234
N -0.398 1.704 1.248
F -0.980 -2.275 2.728
P -0.335 -1.708 4.208
F 0.096 -3.174 4.592
F -0.786 -0.196 3.563
F -1.768 -1.838 4.852
F 1.083 -1.573 3.300
F 0.330 -0.992 5.431
O 2.191 -1.060 0.689
S 3.584 -0.603 1.013
C 4.475 -0.705 -0.572
C 3.759 -0.800 -1.752
C 4.439 -0.813 -2.958
C 5.821 -0.718 -2.977
C 6.532 -0.638 -1.789
C 5.859 -0.638 -0.578
C 3.474 1.201 0.913
C 2.591 1.777 0.014
C 2.417 3.153 0.032
C 3.125 3.933 0.936
C 4.020 3.346 1.816
C 4.200 1.973 1.804
H 2.680 -0.855 -1.714
H 3.888 -0.889 -3.882
H 6.348 -0.706 -3.917
H 7.609 -0.571 -1.805
H 6.406 -0.580 0.352
H 2.025 1.158 -0.671
H 1.731 3.615 -0.661
H 2.986 5.004 0.946
H 4.574 3.957 2.513
H 4.880 1.495 2.491
*
```

ΔE to the lowest compared entry with this formula, charge and spin ... 24.3 kcal per mole


[3]
Entry from the OMol25 dataset: the ion C5H10N2O with charge +1 in a non-equilibrium geometry (ωB97M-V/def2-TZVPD).

Structure (ORCA input):
```
! RIJCOSX wB97M-V def2-TZVPD def2/J DEFGRID3
* xyz 1 2
O -0.943 -2.170 -2.218
C -0.896 -1.856 -1.073
C -0.700 -0.416 -0.521
C 0.763 -0.290 0.038
C 1.195 1.128 0.524
C 0.777 1.465 3.001
N 0.448 1.249 1.797
N -0.913 0.649 -1.570
H -0.698 -2.628 -0.206
H -1.322 -0.247 0.427
H 1.487 -0.662 -0.687
H 0.763 -0.962 0.924
H 0.813 1.937 -0.168
H 2.294 1.250 0.570
H 1.804 1.639 3.373
H -0.114 1.471 3.617
H -0.846 1.549 -1.158
H -0.223 0.539 -2.352
*
```

ΔE to the lowest compared entry with this formula, charge and spin ... 83.6 kcal per mole


[4]
Entry from the OMol25 dataset: a structure of composition C25H34N8OPdS2SeSi2Te (ωB97M-V/def2-TZVPD).

Structure (ORCA input):
```
! RIJCOSX wB97M-V def2-TZVPD def2/J DEFGRID3
* xyz 2 1
Pd 1.500 0.140 -0.478
C 5.730 0.592 -4.201
S 3.952 0.437 -4.450
C 3.390 0.282 -2.834
S 1.615 0.128 -2.760
N 4.199 0.253 -1.824
N 3.561 0.184 -0.621
C 4.198 0.280 0.479
C 3.413 0.322 1.712
C 4.022 0.513 2.936
C 3.229 0.676 4.067
C 1.857 0.657 3.926
C 1.315 0.450 2.666
N 2.062 0.264 1.585
H 6.136 0.749 -5.198
H 6.138 -0.318 -3.771
H 5.943 1.452 -3.573
H 5.278 0.389 0.485
H 5.100 0.557 2.999
H 3.684 0.838 5.035
H 1.201 0.813 4.771
H 0.245 0.464 2.521
O 1.563 2.104 -0.684
N 1.168 2.753 0.413
C 1.337 4.028 0.343
C 1.910 4.665 -0.810
N 2.373 5.124 -1.755
C 0.930 4.798 1.483
N 0.595 5.415 2.391
C -4.503 -0.454 -1.794
Si -3.160 -1.322 -2.763
C -2.652 -0.319 -4.247
C -3.619 -3.069 -3.192
C -1.600 -1.429 -1.640
Te -1.086 0.475 -0.879
C -2.185 0.322 0.930
Si -2.782 1.981 1.715
C -4.382 1.541 2.553
C -3.018 3.219 0.343
C -1.498 2.545 2.942
H -5.401 -0.375 -2.412
H -4.232 0.568 -1.514
H -4.786 -1.002 -0.891
H -3.490 -0.224 -4.941
H -1.834 -0.796 -4.791
H -2.341 0.696 -3.986
H -4.491 -3.072 -3.850
H -3.875 -3.653 -2.306
H -2.812 -3.581 -3.718
H -0.745 -1.764 -2.233
H -1.722 -2.096 -0.785
H -1.683 -0.330 1.645
H -3.060 -0.228 0.571
H -5.137 1.208 1.838
H -4.786 2.414 3.071
H -4.247 0.754 3.298
H -3.732 2.867 -0.406
H -2.090 3.486 -0.168
H -3.425 4.143 0.762
H -1.456 1.873 3.804
H -1.754 3.535 3.324
H -0.501 2.622 2.507
Se 2.409 -2.831 -1.791
N 1.510 -1.935 -0.493
C 1.064 -2.821 0.395
C 0.260 -2.566 1.539
C -0.122 -3.613 2.314
C 0.265 -4.964 2.029
C 1.018 -5.257 0.947
C 1.435 -4.187 0.091
N 2.145 -4.365 -1.003
H -0.052 -1.559 1.759
H -0.746 -3.432 3.180
H -0.065 -5.750 2.694
H 1.317 -6.266 0.698
*
```

ΔE to the lowest compared entry with this formula, charge and spin ... 4.3 kcal per mole


[5]
Entry from the OMol25 dataset: a structure of composition C2KO4 in a non-equilibrium geometry (ωB97M-V/def2-TZVPD).

Structure (ORCA input):
```
! RIJCOSX wB97M-V def2-TZVPD def2/J DEFGRID3
* xyz 0 2
C 0.158 -0.087 -0.701
O -0.501 -0.166 -1.746
O 1.390 -0.100 -0.595
K 1.653 -0.436 -3.275
O -0.899 0.072 0.952
O -1.129 0.403 3.221
C -0.672 0.314 2.145
*
```

ΔE to the lowest compared entry with this formula, charge and spin ... 23.0 kcal per mole


[6]
Entry from the OMol25 dataset: a structure of composition C29H59BrN3O4S in a non-equilibrium geometry (ωB97M-V/def2-TZVPD).

Structure (ORCA input):
```
! RIJCOSX wB97M-V def2-TZVPD def2/J DEFGRID3
* xyz 1 1
C -1.237 2.357 4.528
C -2.140 2.434 3.294
S -1.295 2.964 1.765
C 0.245 2.018 1.737
N 0.247 0.720 1.020
C 0.044 0.821 -0.326
N 1.036 1.256 -1.080
Br 2.701 1.743 -0.474
N -1.097 0.490 -1.006
C -1.688 1.703 -1.700
C -1.503 1.667 -3.232
C -0.794 2.934 -3.735
C -1.127 3.326 -5.192
C -1.607 4.780 -5.266
C -0.453 5.795 -5.088
C -0.588 6.665 -3.848
O -0.147 6.007 -2.659
C 1.251 6.016 -2.502
C -2.062 -0.205 -0.119
C -2.951 -1.109 -0.955
C -2.111 -2.220 -1.598
C -2.892 -3.501 -1.947
C -2.084 -4.749 -1.578
C -1.721 -4.784 -0.082
C -0.258 -5.066 0.269
C 0.737 -4.072 -0.344
C 2.168 -4.592 -0.325
C 2.780 -4.489 1.071
O 2.743 -3.179 1.606
C 3.605 -2.267 0.951
O -1.342 -1.014 0.766
C -0.531 -0.345 1.687
C 0.389 -1.396 2.298
C 1.533 -0.851 3.145
C 2.683 -1.879 3.298
C 2.780 -2.468 4.696
O 3.334 -1.538 5.602
C 2.449 -0.950 6.530
H -0.316 2.918 4.405
H -0.961 1.317 4.711
H -1.770 2.697 5.411
H -2.586 1.462 3.102
H -2.948 3.149 3.411
H 0.998 2.678 1.319
H 0.557 1.805 2.755
H 0.904 1.359 -2.075
H -1.180 2.587 -1.322
H -2.735 1.773 -1.424
H -2.497 1.651 -3.679
H -0.975 0.765 -3.530
H 0.286 2.795 -3.614
H -1.041 3.776 -3.091
H -1.879 2.653 -5.597
H -0.215 3.258 -5.783
H -2.114 4.968 -6.209
H -2.318 4.956 -4.457
H 0.509 5.281 -5.071
H -0.419 6.466 -5.946
H -1.627 6.933 -3.675
H -0.028 7.599 -3.953
H 1.545 5.109 -1.973
H 1.581 6.872 -1.912
H 1.777 6.014 -3.458
H -2.672 0.525 0.426
H -3.397 -0.501 -1.743
H -3.724 -1.548 -0.331
H -1.281 -2.464 -0.945
H -1.669 -1.858 -2.527
H -3.861 -3.550 -1.449
H -3.082 -3.506 -3.020
H -2.697 -5.628 -1.783
H -1.221 -4.829 -2.237
H -2.327 -5.557 0.391
H -2.008 -3.849 0.403
H -0.168 -5.001 1.353
H -0.005 -6.079 -0.050
H 0.702 -3.158 0.254
H 0.456 -3.795 -1.358
H 2.801 -4.041 -1.022
H 2.221 -5.640 -0.623
H 3.812 -4.855 1.047
H 2.246 -5.122 1.778
H 4.402 -2.793 0.425
H 3.043 -1.657 0.239
H 4.039 -1.613 1.703
H -1.138 0.087 2.487
H -0.255 -1.990 2.952
H 0.732 -2.074 1.517
H 1.959 0.054 2.714
H 1.170 -0.581 4.138
H 3.626 -1.364 3.113
H 2.603 -2.659 2.542
H 1.797 -2.818 5.024
H 3.451 -3.327 4.666
H 1.563 -1.562 6.700
H 2.970 -0.854 7.482
H 2.159 0.057 6.222
*
```

Total energy ... -124555.565 eV


[7]
Entry from the OMol25 dataset: the molecule C3H6N2O2 in a non-equilibrium geometry (ωB97M-V/def2-TZVPD).

Structure (ORCA input):
```
! RIJCOSX wB97M-V def2-TZVPD def2/J DEFGRID3
* xyz 0 1
N 0.435 0.784 1.300
C -0.898 0.534 0.788
C -0.917 -0.734 -0.044
O -1.647 -1.657 0.210
N -0.115 -0.776 -1.174
C 1.166 -0.230 -1.425
O 1.429 0.917 -1.574
H 0.758 1.724 1.158
H 0.830 0.398 2.146
H -1.174 1.401 0.198
H -1.638 0.350 1.568
H -0.157 -1.687 -1.620
H 1.927 -1.024 -1.532
*
```

SMILES ... NCC(=O)NC=O
ΔE to the lowest compared entry with this formula, charge and spin ... 36.6 kcal per mole


[8]
Entry from the OMol25 dataset: a structure of composition C7H15N3P in a non-equilibrium geometry (ωB97M-V/def2-TZVPD).

Structure (ORCA input):
```
! RIJCOSX wB97M-V def2-TZVPD def2/J DEFGRID3
* xyz 1 1
N 0.685 -1.503 0.358
N -1.365 -0.891 -0.450
P 0.573 -0.173 -1.534
C -0.751 -1.922 0.312
C 1.370 -1.489 -0.966
C -0.957 -0.623 -1.857
C 0.093 2.038 1.507
C 0.893 -0.276 1.119
C -1.305 0.410 0.340
C 0.625 1.403 -0.715
N 0.067 0.928 0.529
H -0.757 -2.976 -0.162
H -1.200 -1.934 1.347
H 0.999 -2.276 -1.680
H 2.384 -1.430 -0.904
H -1.494 0.172 -2.193
H -0.950 -1.377 -2.585
H 1.223 2.381 1.450
H -0.170 1.663 2.487
H -0.437 2.974 1.248
H 0.619 -0.433 2.140
H 1.945 -0.035 1.105
H -1.883 0.317 1.306
H -1.830 1.207 -0.281
H 0.012 2.112 -1.226
H 1.610 1.732 -0.693
*
```

ΔE to the lowest compared entry with this formula, charge and spin ... 99.3 kcal per mole


[9]
Entry from the OMol25 dataset: a structure of composition C21H15N2O5Sm in a non-equilibrium geometry (ωB97M-V/def2-TZVPD).

Structure (ORCA input):
```
! RIJCOSX wB97M-V def2-TZVPD def2/J DEFGRID3
* xyz 0 6
Sm -0.349 0.081 0.646
O 3.916 -3.297 -0.237
C 2.857 -4.150 -0.160
C 3.091 -5.522 -0.084
C 2.049 -6.423 0.010
C 0.740 -5.958 0.031
C 0.514 -4.598 -0.046
C 1.549 -3.661 -0.149
C 1.143 -2.231 -0.253
O -0.129 -1.983 -0.022
N 2.061 -1.349 -0.527
N 1.550 -0.027 -0.619
C 2.398 0.920 -0.442
C 2.044 2.345 -0.394
C 3.126 3.239 -0.436
C 2.940 4.604 -0.414
C 1.638 5.099 -0.337
C 0.553 4.251 -0.277
C 0.722 2.860 -0.292
O -0.332 2.068 -0.201
H 4.716 -3.829 -0.227
H 4.116 -5.877 -0.096
H 2.260 -7.483 0.066
H -0.093 -6.644 0.105
H -0.497 -4.219 -0.031
H 3.445 0.644 -0.319
H 4.127 2.828 -0.494
H 3.786 5.275 -0.454
H 1.472 6.169 -0.316
H -0.457 4.633 -0.207
O -1.279 -0.059 2.732
C -0.116 0.072 3.235
O 0.903 0.253 2.475
C 0.084 0.002 4.701
C 1.371 0.043 5.224
C 1.557 -0.032 6.595
C 0.458 -0.142 7.436
C -0.828 -0.181 6.914
C -1.017 -0.112 5.543
H 2.213 0.132 4.552
H 2.557 -0.005 7.008
H 0.607 -0.199 8.507
H -1.680 -0.268 7.575
H -2.008 -0.147 5.113
*
```

ΔE to the lowest compared entry with this formula, charge and spin ... 0.0 kcal per mole


[10]
Entry from the OMol25 dataset: a structure of composition C39H39N6O3TeY (ωB97M-V/def2-TZVPD).

Structure (ORCA input):
```
! RIJCOSX wB97M-V def2-TZVPD def2/J DEFGRID3
* xyz 2 1
Y -0.416 -1.282 -0.004
C 1.019 -2.532 4.219
C -0.114 -2.910 4.915
C -1.358 -2.774 4.315
C -1.438 -2.259 3.032
N -0.332 -1.895 2.353
C 0.866 -2.034 2.935
C -2.738 -2.079 2.320
C -3.970 -2.208 2.943
C -5.115 -2.040 2.179
C -5.009 -1.746 0.831
C -3.742 -1.609 0.276
N -2.647 -1.778 1.021
C -3.517 -1.312 -1.170
C -4.549 -0.899 -1.998
C -4.295 -0.715 -3.349
C -3.017 -0.934 -3.833
C -2.029 -1.290 -2.934
N -2.264 -1.474 -1.632
H 2.008 -2.621 4.646
H -0.035 -3.312 5.916
H -2.246 -3.083 4.846
H 1.723 -1.743 2.338
H -4.051 -2.431 3.996
H -6.091 -2.147 2.633
H -5.901 -1.642 0.232
H -5.538 -0.722 -1.605
H -5.091 -0.403 -4.012
H -2.778 -0.813 -4.880
H -1.004 -1.425 -3.264
C 0.973 6.132 0.994
O 1.034 4.957 0.190
C 2.088 4.840 -0.659
C 3.134 5.745 -0.765
C 4.151 5.519 -1.685
C 4.125 4.412 -2.516
C 3.069 3.516 -2.425
C 2.071 3.710 -1.485
N 0.965 2.824 -1.371
C 1.034 1.498 -1.099
N 2.251 0.970 -0.945
C 2.711 -0.361 -0.718
C 1.909 -1.463 -0.446
C 2.588 -2.683 -0.253
C 3.964 -2.793 -0.292
C 4.741 -1.666 -0.548
C 4.120 -0.452 -0.768
O 4.771 0.711 -1.038
C 6.195 0.693 -1.081
N -0.076 0.772 -0.982
C -1.334 1.439 -0.915
C -1.962 2.020 -2.011
C -3.203 2.627 -1.867
C -3.828 2.644 -0.628
C -3.230 2.047 0.475
C -1.991 1.447 0.320
O -1.330 0.768 1.323
C -1.614 1.128 2.677
H 1.826 6.183 1.673
H 0.054 6.055 1.567
H 0.940 7.028 0.373
H 3.169 6.624 -0.138
H 4.963 6.230 -1.756
H 4.904 4.255 -3.249
H 3.010 2.666 -3.095
H 0.074 3.257 -1.179
H 3.017 1.625 -1.041
H 2.015 -3.586 -0.058
H 4.451 -3.747 -0.134
H 5.818 -1.744 -0.584
H 6.498 1.714 -1.292
H 6.549 0.032 -1.874
H 6.609 0.380 -0.122
H -1.457 2.004 -2.968
H -3.677 3.094 -2.719
H -4.789 3.128 -0.512
H -3.721 2.064 1.438
H -0.857 0.649 3.290
H -2.606 0.780 2.975
H -1.552 2.210 2.791
C 0.030 -5.345 1.348
Te -1.036 -4.525 -0.296
C 0.235 -5.273 -1.822
H 0.127 -6.417 1.201
H -0.559 -5.163 2.246
H 1.009 -4.885 1.444
H 1.253 -4.926 -1.669
H -0.140 -4.903 -2.773
H 0.186 -6.358 -1.814
*
```

ΔE to the lowest compared entry with this formula, charge and spin ... 0.0 kcal per mole